Run a
Density functional theory data (ωB97M-V/def2-TZVPD) for a gas-phase ion, C4H10N3 (charge +1).

Geometry as ORCA input:
```
! wB97M-V def2-TZVPD RIJCOSX def2/J DEFGRID3
* xyz 1 1
C -2.42 0.27 -0.48
C -1.09 0.07 0.14
N -0.96 -0.98 1.02
C -0.05 0.90 -0.12
N 1.25 0.88 0.51
C 2.28 0.14 0.16
N 2.19 -0.95 -0.66
H -2.32 -0.30 -1.43
H -2.62 1.32 -0.94
H -3.15 -0.01 0.21
H -0.13 -1.37 1.22
H -1.78 -1.39 1.43
H -0.15 1.86 -0.75
H 1.45 1.71 1.10
H 3.30 0.37 0.52
H 2.94 -1.36 -1.03
H 1.26 -1.16 -0.92
*
```

Calculated values
HOMO level, eV: -12.618
SMILES: C/C(N)=C/NC=[NH2+]
Orbital gap, eV: 9.1036



Run b
Density functional theory data (ωB97M-V/def2-TZVPD) for 2 unconnected molecules or ions with the total composition C4H10N3.

Geometry as ORCA input:
```
! wB97M-V def2-TZVPD RIJCOSX def2/J DEFGRID3
* xyz 1 1
C 2.79 1.01 0.50
C 0.36 1.32 0.45
C -1.31 -0.02 1.24
C -1.69 1.10 -0.78
N 1.56 1.09 0.29
N -0.85 0.75 0.34
N 0.41 -1.55 -0.28
H 3.04 0.48 1.52
H 3.55 1.01 -0.26
H -2.39 -0.38 0.97
H 1.01 -1.33 -1.08
H -0.79 -0.36 2.25
H -2.43 0.36 -0.97
H -1.93 2.10 -0.92
H -0.99 1.04 -1.61
H 1.07 -1.77 0.36
H -0.22 -2.28 -0.64
*
```

Calculated values
HOMO level, eV: -12.492
Orbital gap, eV: 8.0198



Run c
Density functional theory data (ωB97M-V/def2-TZVPD) for a gas-phase ion, C4H10N3 (charge +1).

Geometry as ORCA input:
```
! wB97M-V def2-TZVPD RIJCOSX def2/J DEFGRID3
* xyz 1 1
H 3.77 0.81 0.40
N 2.90 0.30 0.30
C 1.92 0.96 -0.09
N 0.57 0.68 0.05
C -0.68 0.48 -0.41
C -1.90 1.05 0.39
N 0.01 -0.51 0.42
C 0.35 -1.80 -0.13
H 1.95 2.08 -0.45
H -0.90 0.18 -1.47
H -1.63 1.28 1.54
H -2.69 0.27 0.24
H -2.25 1.99 0.03
H -0.35 -0.57 1.34
H 1.41 -1.69 -0.36
H 0.29 -2.52 0.66
H -0.36 -2.03 -0.91
*
```

Calculated values
HOMO level, eV: -14.362
SMILES: [H]/N=C/N1[C@H](C)[N@H+]1C
Orbital gap, eV: 11.4635



Run d
Density functional theory data (ωB97M-V/def2-TZVPD) for a gas-phase ion, C4H10N3 (charge +1).

Geometry as ORCA input:
```
! wB97M-V def2-TZVPD RIJCOSX def2/J DEFGRID3
* xyz 1 1
C -1.76 -0.57 -0.16
C -0.40 -0.85 0.58
C 0.75 1.50 0.65
C 1.83 -0.50 -0.44
N -2.00 0.82 -0.09
N 0.13 1.30 -0.62
N 0.56 0.12 0.07
H -1.71 -0.96 -1.16
H -2.65 -1.03 0.24
H -0.65 -0.76 1.56
H -0.12 -1.84 0.25
H 1.83 1.63 0.51
H 0.24 1.78 1.48
H 2.40 0.22 -1.27
H 2.66 -0.73 0.25
H 1.62 -1.35 -1.14
H -2.73 1.21 -0.73
*
```

Calculated values
HOMO level (alpha / beta), eV: -14.409 / -14.477
Orbital gap (alpha / beta), eV: 9.6302 / 8.8461



Q: Which of them is the most stable? A: run a.



Run a
Density functional theory data (ωB97M-V/def2-TZVPD) for a gas-phase ion, C4H10N3 (charge +1).

Geometry as ORCA input:
```
! wB97M-V def2-TZVPD RIJCOSX def2/J DEFGRID3
* xyz 1 1
C -1.21 0.32 -1.92
C 0.09 0.65 -1.25
C 0.42 -0.44 -0.20
C 0.70 0.15 1.15
N 0.30 -0.86 2.22
N 0.49 2.03 -0.99
N 1.15 1.43 -1.82
H -1.44 1.11 -2.65
H -1.96 0.33 -1.21
H -1.21 -0.48 -2.56
H 1.08 -1.13 -0.68
H -0.58 -1.06 -0.06
H 1.74 0.41 1.18
H 0.07 1.01 1.37
H 0.03 -1.69 1.66
H -0.55 -0.56 2.68
H 0.88 -1.21 3.09
*
```

Calculated values
HOMO level, eV: -13.539
SMILES: CC1(CC[NH3+])N=N1
Orbital gap, eV: 9.5243



Run b
Density functional theory data (ωB97M-V/def2-TZVPD) for 2 unconnected molecules or ions with the total composition C4H10N3.

Geometry as ORCA input:
```
! wB97M-V def2-TZVPD RIJCOSX def2/J DEFGRID3
* xyz 1 1
N 2.92 1.55 1.35
C 1.79 1.30 0.71
N 0.87 0.48 1.12
H 3.22 1.01 2.15
H 3.54 2.26 0.98
H 1.65 1.78 -0.25
H 0.01 0.40 0.55
H 0.94 0.03 2.02
C -1.79 -0.31 -0.36
C -1.07 0.27 -1.32
C -2.01 -2.53 -0.97
N -1.81 -1.67 -0.07
H -2.44 0.27 0.28
H -0.65 -0.36 -2.10
H -0.94 1.34 -1.40
H -1.94 -3.58 -0.72
H -2.29 -2.25 -1.98
*
```

Calculated values
HOMO level, eV: -12.783
Orbital gap, eV: 9.3822



Run c
Density functional theory data (ωB97M-V/def2-TZVPD) for a gas-phase ion, C4H10N3 (charge +1).

Geometry as ORCA input:
```
! wB97M-V def2-TZVPD RIJCOSX def2/J DEFGRID3
* xyz 1 1
C 3.56 0.03 -0.04
C 2.18 -0.21 0.12
N 1.06 -0.59 -0.01
N -0.08 -1.25 0.02
C -1.67 -1.08 -0.31
C -2.08 0.25 0.30
N -1.12 1.27 -0.11
H 3.87 0.97 0.43
H 3.84 0.04 -1.10
H 4.10 -0.79 0.45
H 0.04 -2.14 0.48
H -2.12 -1.95 0.15
H -1.75 -1.09 -1.40
H -3.12 0.46 0.00
H -2.05 0.18 1.39
H -1.28 1.56 -1.08
H -1.21 2.10 0.47
*
```

Calculated values
HOMO level, eV: -13.365
SMILES: CC#[N+]NCCN
Orbital gap, eV: 9.9867



Run d
Density functional theory data (ωB97M-V/def2-TZVPD) for 2 unconnected molecules or ions with the total composition C4H10N3.

Geometry as ORCA input:
```
! wB97M-V def2-TZVPD RIJCOSX def2/J DEFGRID3
* xyz 1 1
C -0.59 -0.71 -0.29
C -0.25 0.76 -0.44
C -0.09 -0.03 0.83
C 2.21 -1.14 -0.44
N -1.13 -1.65 -0.87
N 0.13 0.10 2.13
N -1.47 1.71 -0.68
H 0.50 1.32 -1.08
H 2.40 -1.76 0.36
H 2.30 -0.08 -0.66
H 1.99 -1.70 -1.42
H -1.29 -2.58 -0.58
H 0.21 -0.82 2.58
H 0.11 0.99 2.56
H -1.24 2.65 -0.37
H -2.13 1.42 -0.02
H -1.66 1.51 -1.60
*
```

Calculated values
HOMO level (alpha / beta), eV: -11.898 / -11.701
Orbital gap (alpha / beta), eV: 7.1012 / 8.0949



Q: Which of them is the most stable? A: run b.



Run a
Density functional theory data (ωB97M-V/def2-TZVPD) for a molecular structure, C3H6N2.

Geometry as ORCA input:
```
! wB97M-V def2-TZVPD RIJCOSX def2/J DEFGRID3
* xyz 0 1
C -1.20 -0.05 0.37
N -0.27 1.57 0.52
N 1.30 -1.44 -0.86
C 1.29 -0.18 -0.42
C 0.04 0.34 -0.17
H -0.29 2.46 0.02
H -0.09 1.67 1.51
H 2.18 -1.90 -1.05
H 0.47 -2.00 -1.07
H -2.15 0.37 0.06
H -1.29 -0.85 1.11
*
```

Calculated values
HOMO level, eV: -7.343
Orbital gap, eV: 7.6242



Run b
Density functional theory data (ωB97M-V/def2-TZVPD) for C3H6N2 in the gas phase.

Geometry as ORCA input:
```
! wB97M-V def2-TZVPD RIJCOSX def2/J DEFGRID3
* xyz 0 1
C -0.64 1.31 -0.14
N -0.55 -0.06 0.41
C 0.13 -1.38 -0.21
C 1.36 -0.75 0.07
N 2.36 -0.23 0.30
H -0.26 2.12 0.52
H -1.70 1.53 -0.30
H -0.11 1.45 -1.09
H -0.53 -0.03 1.43
H 0.00 -2.37 0.30
H -0.04 -1.60 -1.29
*
```

Calculated values
HOMO level, eV: -8.619
SMILES: CNCC#N
Orbital gap, eV: 9.4820



Run c
Density functional theory data (ωB97M-V/def2-TZVPD) for 3 unconnected molecules or ions with the total composition C3H6N2.

Geometry as ORCA input:
```
! wB97M-V def2-TZVPD RIJCOSX def2/J DEFGRID3
* xyz 0 1
C -0.29 -0.16 -1.52
N 0.11 0.58 -0.46
C 0.53 -0.08 0.66
C 0.61 0.68 1.87
N 0.62 1.28 2.87
H 0.38 -0.96 -1.83
H -0.84 0.36 -2.30
H -1.05 -1.22 -0.46
H -0.41 1.43 -0.29
H -0.72 -1.20 0.37
H 1.30 -0.84 0.52
*
```

Calculated values
HOMO level, eV: -8.788
Orbital gap, eV: 9.1456



Run d
Density functional theory data (ωB97M-V/def2-TZVPD) for 2 unconnected molecules or ions with the total composition C3H6N2.

Geometry as ORCA input:
```
! wB97M-V def2-TZVPD RIJCOSX def2/J DEFGRID3
* xyz 0 1
C 1.73 -1.67 -1.31
C 0.59 0.23 0.88
C 0.23 0.22 -0.60
N 2.51 -2.51 -1.54
N -1.04 -0.11 -0.96
H -0.36 0.33 1.25
H 1.11 1.14 1.23
H 1.21 -0.52 1.26
H 0.82 0.60 -1.35
H -1.58 -0.57 -0.30
H -1.27 -0.25 -1.90
*
```

Calculated values
HOMO level, eV: -9.185
Orbital gap, eV: 8.6993



Q: Which of them is the most stable? A: run b.